(1)
The following is a quantum chemistry calculation of a cluster of 11 separate species, C30H86N4O18 in total at a distorted geometry, from OMol25.

Geometry (Å):
C (-1.84, 3.25, 2.68)
O (-0.80, 4.23, 2.74)
C (-0.04, 4.21, 1.52)
C (1.12, 5.19, 1.64)
C (0.76, 6.62, 1.21)
N (2.26, 4.71, 0.85)
H (-2.50, 3.55, 3.50)
H (-1.33, 2.31, 2.90)
H (-2.44, 3.16, 1.78)
H (0.29, 3.19, 1.30)
H (-0.68, 4.61, 0.73)
H (1.32, 5.28, 2.70)
H (0.25, 6.73, 0.26)
H (1.67, 7.22, 1.17)
H (0.15, 7.08, 1.99)
H (2.69, 3.93, 1.33)
H (2.92, 5.48, 0.76)
C (-4.61, 0.74, 1.15)
O (-6.00, 0.47, 1.03)
C (-6.36, -0.20, -0.16)
C (-6.86, -1.60, 0.07)
C (-6.90, -2.35, -1.27)
N (-8.14, -1.70, 0.79)
H (-4.38, 0.76, 2.22)
H (-4.46, 1.76, 0.78)
H (-4.00, 0.00, 0.63)
H (-7.10, 0.37, -0.73)
H (-5.51, -0.22, -0.84)
H (-6.09, -2.12, 0.66)
H (-5.96, -2.22, -1.81)
H (-7.71, -1.87, -1.83)
H (-7.16, -3.40, -1.28)
H (-8.26, -2.71, 0.89)
H (-8.90, -1.54, 0.13)
C (-2.21, -1.50, -6.34)
O (-2.07, -0.56, -5.29)
C (-0.71, -0.52, -4.91)
C (-0.45, 0.13, -3.57)
C (1.01, 0.10, -3.16)
N (-1.19, -0.56, -2.50)
H (-3.27, -1.47, -6.63)
H (-2.11, -2.52, -5.96)
H (-1.55, -1.35, -7.19)
H (-0.23, -1.50, -4.88)
H (-0.15, 0.02, -5.70)
H (-0.80, 1.16, -3.62)
H (1.30, 0.83, -2.40)
H (1.72, 0.25, -3.98)
H (1.38, -0.88, -2.82)
H (-2.15, -0.68, -2.84)
H (-0.84, -1.51, -2.46)
C (8.00, -0.21, -4.56)
O (6.87, 0.65, -4.55)
C (5.71, 0.13, -3.94)
C (5.80, -0.06, -2.42)
C (4.54, -0.66, -1.78)
N (6.13, 1.17, -1.70)
H (8.81, 0.26, -5.09)
H (7.80, -1.14, -5.10)
H (8.22, -0.41, -3.51)
H (4.93, 0.87, -4.13)
H (5.43, -0.80, -4.46)
H (6.57, -0.84, -2.31)
H (3.77, 0.09, -1.61)
H (4.78, -1.36, -0.99)
H (4.00, -1.23, -2.55)
H (6.72, 1.78, -2.27)
H (5.28, 1.70, -1.62)
O (-2.66, -3.39, 4.06)
C (-2.53, -2.29, 3.14)
C (-2.66, -2.88, 1.75)
O (-1.62, -3.78, 1.41)
H (-1.80, -3.81, 4.18)
H (-3.35, -1.65, 3.45)
H (-1.58, -1.78, 3.33)
H (-2.74, -2.07, 1.01)
H (-3.65, -3.33, 1.66)
H (-1.57, -4.47, 2.10)
O (-0.45, 5.50, -3.39)
C (0.38, 4.96, -2.37)
C (0.40, 3.42, -2.46)
O (1.20, 2.82, -1.47)
H (-1.37, 5.29, -3.20)
H (1.35, 5.45, -2.47)
H (0.00, 5.18, -1.38)
H (0.82, 3.11, -3.42)
H (-0.67, 3.17, -2.44)
H (1.58, 3.48, -0.87)
O (1.25, -0.04, 3.77)
C (2.55, -0.58, 4.03)
C (3.59, -0.11, 3.00)
O (4.17, 1.15, 3.38)
H (0.82, -0.64, 3.15)
H (2.96, -0.33, 5.01)
H (2.39, -1.66, 3.92)
H (3.12, 0.09, 2.04)
H (4.34, -0.89, 2.88)
H (3.37, 1.68, 3.59)
O (-1.20, 0.76, 0.35)
C (0.22, 0.54, 0.59)
C (0.62, -0.91, 0.48)
O (0.32, -1.75, 1.57)
H (-1.35, 0.70, -0.61)
H (0.72, 1.21, -0.11)
H (0.31, 0.95, 1.60)
H (1.69, -1.09, 0.31)
H (0.31, -1.28, -0.50)
H (-0.29, -2.47, 1.37)
O (2.27, -5.43, 3.65)
C (1.64, -5.41, 2.38)
C (0.32, -6.17, 2.34)
O (-0.67, -5.61, 3.22)
H (2.96, -6.09, 3.71)
H (1.47, -4.36, 2.15)
H (2.25, -5.73, 1.53)
H (0.38, -7.22, 2.64)
H (0.01, -6.16, 1.29)
H (-0.29, -5.77, 4.09)
O (-0.35, -3.87, -1.58)
C (-1.41, -4.72, -1.96)
C (-2.58, -3.90, -2.55)
O (-3.06, -3.00, -1.54)
H (-0.65, -3.40, -0.79)
H (-1.12, -5.50, -2.66)
H (-1.72, -5.22, -1.04)
H (-3.43, -4.51, -2.86)
H (-2.13, -3.23, -3.28)
H (-3.45, -3.52, -0.83)
O (-0.10, 3.92, 5.15)
C (1.24, 4.35, 5.12)
C (2.22, 3.24, 4.75)
O (1.80, 2.68, 3.52)
H (-0.53, 3.91, 4.26)
H (1.33, 5.12, 4.36)
H (1.46, 4.90, 6.04)
H (2.37, 2.54, 5.58)
H (3.24, 3.63, 4.63)
H (1.10, 2.01, 3.63)

Summary:
LUMO level: 0.30 eV
SMILES string: COC[C@H](C)N.COC[C@H](C)N.COC[C@H](C)N.COC[C@H](C)N.OCCO.OCCO.OCCO.OCCO.OCCO.OCCO.OCCO
Frontier orbital gap: 9.363 eV
E_HOMO: -9.06 eV

(2)
The following is a quantum chemistry calculation of a structure of composition C30H87ClFGaIO20 at a distorted geometry, from OMol25.

Geometry (Å):
C (-1.32, -2.85, 2.97)
C (-1.66, -2.22, 1.55)
F (-2.13, -0.85, 1.68)
C (-0.33, -2.18, 0.72)
Ga (-0.11, -3.68, -0.68)
I (-1.69, -5.66, 0.15)
C (1.79, -4.44, -0.85)
O (2.76, -3.52, -1.43)
C (3.21, -2.60, -0.50)
C (2.62, -1.26, -0.54)
C (2.93, -0.19, 0.37)
C (3.93, -0.47, 1.41)
C (4.55, -1.79, 1.47)
C (4.21, -2.86, 0.53)
C (-0.94, -3.03, -2.46)
C (-2.48, -3.16, -2.34)
O (-3.11, -2.34, -1.72)
Cl (-3.43, -4.54, -3.06)
H (-1.76, -2.20, 3.76)
H (-0.20, -2.95, 3.12)
H (-1.73, -3.90, 3.05)
H (-2.42, -2.78, 0.98)
H (-0.33, -1.21, 0.13)
H (0.60, -2.16, 1.34)
H (2.16, -4.90, 0.11)
H (1.72, -5.30, -1.58)
H (1.86, -1.06, -1.33)
H (2.42, 0.79, 0.28)
H (4.20, 0.35, 2.12)
H (5.29, -1.93, 2.30)
H (4.71, -3.85, 0.60)
H (-0.57, -3.61, -3.35)
H (-0.76, -1.94, -2.65)
C (1.99, -3.26, 5.54)
O (1.47, -3.24, 4.21)
H (1.16, -3.25, 6.25)
H (2.58, -4.16, 5.69)
H (2.61, -2.37, 5.71)
H (2.23, -3.25, 3.61)
C (-3.17, 1.55, -0.94)
O (-2.14, 0.99, -1.76)
H (-2.80, 2.47, -0.50)
H (-4.04, 1.77, -1.56)
H (-3.44, 0.85, -0.15)
H (-2.49, 0.17, -2.14)
C (-1.32, -1.09, 7.27)
O (-0.93, -2.42, 6.95)
H (-0.71, -0.40, 6.69)
H (-2.37, -0.94, 7.01)
H (-1.17, -0.90, 8.34)
H (-1.48, -3.01, 7.47)
C (-1.88, 4.37, -3.67)
O (-1.58, 3.02, -4.01)
H (-1.21, 5.03, -4.23)
H (-2.91, 4.60, -3.94)
H (-1.73, 4.53, -2.60)
H (-2.18, 2.46, -3.50)
C (1.47, -6.80, 4.19)
O (1.33, -5.70, 3.31)
H (1.60, -7.71, 3.60)
H (2.34, -6.66, 4.83)
H (0.57, -6.90, 4.81)
H (1.21, -4.90, 3.85)
C (-3.30, 0.97, 3.88)
O (-2.78, 1.86, 2.91)
H (-3.69, 1.55, 4.72)
H (-4.11, 0.37, 3.45)
H (-2.50, 0.31, 4.24)
H (-2.44, 1.31, 2.18)
C (-1.50, 1.17, -7.18)
O (-1.76, 2.53, -6.85)
H (-1.93, 0.97, -8.16)
H (-0.42, 1.00, -7.22)
H (-1.96, 0.51, -6.44)
H (-1.37, 2.69, -5.97)
C (-6.14, 0.96, -4.13)
O (-5.39, 2.12, -3.78)
H (-6.92, 0.81, -3.38)
H (-6.60, 1.09, -5.11)
H (-5.48, 0.09, -4.14)
H (-4.71, 2.23, -4.45)
C (-7.85, 0.09, -7.99)
O (-7.73, -0.57, -6.73)
H (-6.87, 0.46, -8.28)
H (-8.20, -0.61, -8.75)
H (-8.54, 0.93, -7.90)
H (-8.61, -0.89, -6.50)
C (3.67, 3.26, -2.11)
O (2.87, 2.42, -1.30)
H (4.72, 2.97, -2.00)
H (3.38, 3.15, -3.16)
H (3.55, 4.30, -1.80)
H (1.95, 2.69, -1.42)
C (4.32, -6.70, 2.12)
O (4.81, -5.79, 1.15)
H (3.88, -6.13, 2.94)
H (3.55, -7.34, 1.68)
H (5.14, -7.31, 2.51)
H (5.19, -6.31, 0.43)
C (-6.55, -3.46, -5.84)
O (-6.61, -4.41, -4.78)
H (-7.54, -3.39, -6.29)
H (-6.27, -2.48, -5.44)
H (-5.83, -3.78, -6.59)
H (-5.73, -4.45, -4.39)
C (6.14, 4.60, 0.71)
O (4.83, 5.14, 0.60)
H (6.82, 5.38, 1.06)
H (6.14, 3.78, 1.44)
H (6.48, 4.23, -0.26)
H (4.25, 4.43, 0.29)
C (8.52, 4.86, -2.69)
O (8.50, 3.84, -1.69)
H (7.53, 4.92, -3.14)
H (8.77, 5.82, -2.23)
H (9.26, 4.61, -3.46)
H (9.38, 3.81, -1.31)
C (-5.56, 4.80, -1.01)
O (-4.53, 4.23, -1.81)
H (-5.19, 5.72, -0.57)
H (-6.43, 5.02, -1.62)
H (-5.83, 4.10, -0.21)
H (-4.88, 3.42, -2.19)
C (-5.27, 9.11, -1.35)
O (-5.33, 8.11, -0.35)
H (-6.26, 9.24, -1.79)
H (-4.96, 10.06, -0.91)
H (-4.57, 8.82, -2.13)
H (-4.45, 8.02, 0.02)
C (8.62, 2.58, 3.36)
O (8.53, 3.71, 2.50)
H (8.75, 1.69, 2.75)
H (9.49, 2.69, 4.03)
H (7.71, 2.49, 3.95)
H (8.42, 4.48, 3.05)
C (3.14, -2.03, 9.20)
O (3.66, -2.96, 8.25)
H (2.09, -1.86, 8.98)
H (3.23, -2.45, 10.21)
H (3.68, -1.09, 9.14)
H (4.58, -3.10, 8.47)

Summary:
Charge: -1
LUMO level: 1.90 eV
Frontier orbital gap: 7.049 eV
E_HOMO: -5.14 eV